Entry 1:
50
Properties=species:S:1:pos:R:3:forces:R:3 method="wB97M-V/def2-TZVPD" charge=-1 homo_lumo_gap_ev="5.81 / 5.80" spin_multiplicity=2 relative_energy_kcal_mol=325.3
Re -0.0682 -0.5015 -0.5245 3.960 1.197 0.361
N 4.0524 0.7176 0.2414 0.028 0.020 -0.022
C 4.4596 -0.5374 -0.1883 0.006 0.018 0.010
C 5.7036 -1.1566 -0.2103 -0.004 0.000 -0.002
C 5.7407 -2.4388 -0.7210 0.000 -0.004 0.006
C 4.5817 -3.0802 -1.1878 0.003 0.000 0.000
C 3.3487 -2.4625 -1.1582 0.012 -0.011 0.009
C 3.3023 -1.1662 -0.6546 0.032 0.021 0.079
N 2.2345 -0.2958 -0.5062 -0.443 -0.368 -0.251
C 2.7161 0.7938 0.0237 0.000 0.198 0.065
C 1.8165 1.8963 0.3043 -0.092 0.036 0.001
C 2.0164 3.1064 0.8861 -0.020 0.008 0.029
S 0.5315 3.9481 0.9852 0.007 -0.013 0.005
C -0.2737 2.6425 0.2377 0.077 0.048 0.092
N 0.5117 1.6522 -0.0656 -0.501 -0.458 -0.522
H 4.6172 1.4115 0.6956 0.001 -0.008 0.005
H 6.5948 -0.6658 0.1583 0.003 -0.004 0.001
H 6.6845 -2.9676 -0.7523 0.002 0.001 -0.004
H 4.6582 -4.0921 -1.5630 0.003 -0.001 0.002
H 2.4418 -2.9581 -1.4717 -0.005 0.001 0.021
H 2.9291 3.5247 1.2749 0.004 -0.005 0.001
H -1.3399 2.6266 0.0659 0.011 0.014 -0.003
O -3.4900 -2.7489 1.5930 -0.010 -0.302 -0.181
C -1.6819 -1.3568 -0.8445 -1.180 -3.212 -1.501
Se -1.6392 0.9295 3.0111 -0.231 0.074 0.082
Br -3.4563 -0.7113 5.6337 0.079 -0.040 0.101
C -2.8046 -1.5998 4.0577 0.190 0.383 0.252
C -2.8178 -3.0430 4.2181 -0.164 -0.119 -0.060
N -2.0058 -3.9517 3.8073 0.057 -0.005 0.018
C -0.9150 -3.6616 3.0046 -0.083 0.241 0.221
C -0.8247 -2.6756 2.1090 -0.004 -0.023 -0.299
C -2.3049 -0.7669 3.1117 0.048 -0.439 -0.288
C 0.5224 -2.3366 1.5001 -0.418 -0.148 -0.112
O 1.4663 -2.0526 2.2170 0.130 -0.104 0.069
O 0.6352 -2.3479 0.1671 -0.334 0.378 0.231
H -3.5747 -3.3889 4.9201 -0.068 0.026 -0.066
H -0.0671 -4.3207 3.1902 -0.004 0.017 0.015
H -0.6298 -0.1208 0.8760 -0.021 -0.117 1.282
Cl -2.5085 -1.6425 1.4527 0.883 -0.121 1.032
C -3.7736 -0.3617 0.7447 0.170 -0.062 -0.855
C -5.0772 -0.0995 1.1060 0.029 0.026 0.352
C -5.8015 0.8935 0.4618 0.059 0.020 -0.049
C -5.2070 1.6272 -0.5555 -0.005 0.015 0.060
C -3.9153 1.3177 -0.9435 0.097 -0.013 0.031
Cl -3.1928 2.2459 -2.2429 -0.003 -0.008 0.008
C -3.1884 0.2851 -0.3473 -0.440 1.201 -0.365
N -1.9419 -0.0968 -0.9339 -1.851 1.631 0.112
H -5.5216 -0.6790 1.9074 0.008 0.023 0.021
H -6.8259 1.1002 0.7458 -0.001 0.005 0.012
H -5.7356 2.4248 -1.0596 -0.013 -0.017 -0.007

=====

Entry 2:
54
Properties=species:S:1:pos:R:3:forces:R:3 method="wB97M-V/def2-TZVPD" charge=-2 homo_lumo_gap_ev=5.91 spin_multiplicity=1 relative_energy_kcal_mol=37.9
Ti 1.0947 -0.4867 0.5176 0.552 0.590 -0.125
Cl 4.7136 3.2564 -3.9286 0.040 0.012 -0.041
C 3.5499 2.7243 -2.7573 -0.026 0.078 0.011
C 2.7135 3.6449 -2.1451 0.073 -0.018 -0.070
Cl 2.8242 5.3295 -2.5412 -0.001 0.057 -0.012
C 1.7732 3.2130 -1.2002 -0.131 -0.026 0.019
Cl 0.6996 4.3252 -0.4210 0.006 0.005 0.004
C 1.6779 1.8726 -0.8792 0.131 -0.160 -0.085
O 0.8323 1.3581 -0.0054 0.073 -0.113 0.356
C 2.5431 0.9223 -1.4923 -0.140 0.076 0.005
O 2.3728 -0.3001 -1.0968 0.136 -0.277 -0.267
C 3.4655 1.3656 -2.4366 -0.049 -0.069 0.050
Cl 4.4980 0.1923 -3.1794 0.013 -0.013 -0.012
Se -0.3263 -1.8142 -1.1441 0.122 -0.017 0.070
P -2.1031 -2.4409 0.0731 0.008 0.032 0.011
Se -0.2665 -0.5104 2.2873 -0.420 -0.104 0.390
C -1.5133 -3.9556 0.9401 0.105 -0.031 -0.026
C -0.9898 -5.0457 0.2441 -0.053 0.010 -0.031
C -0.5326 -6.1637 0.9184 0.011 -0.014 0.002
C -0.5756 -6.2024 2.3076 0.014 -0.002 0.042
C -1.0742 -5.1175 3.0107 0.006 -0.044 0.035
C -1.5411 -3.9991 2.3302 -0.059 0.048 -0.082
C -3.1613 -3.2628 -1.2017 -0.073 0.020 -0.025
C -3.1913 -2.8179 -2.5218 0.076 0.024 -0.030
C -4.1058 -3.3313 -3.4306 -0.056 -0.030 -0.056
C -5.0162 -4.3016 -3.0401 -0.006 0.011 -0.011
C -5.0033 -4.7506 -1.7254 -0.049 -0.058 -0.037
C -4.0915 -4.2348 -0.8207 0.080 0.040 0.058
H -0.9248 -5.0021 -0.8368 -0.004 0.016 -0.013
H -0.1184 -6.9967 0.3628 0.000 -0.001 0.006
H -0.1977 -7.0682 2.8388 -0.005 0.002 0.000
H -1.0875 -5.1282 4.0938 0.010 -0.010 0.005
H -1.9044 -3.1386 2.8767 0.001 0.034 0.017
H -2.4751 -2.0712 -2.8428 -0.014 0.006 0.008
H -4.1009 -2.9712 -4.4529 0.000 -0.002 0.003
H -5.7275 -4.7052 -3.7509 0.000 -0.002 0.002
H -5.7061 -5.5110 -1.4038 -0.001 0.005 -0.003
H -4.0946 -4.5973 0.2004 0.015 -0.009 0.041
Cl 4.7449 -4.0462 2.0540 0.034 -0.021 0.042
C 3.6009 -3.0512 1.1187 0.123 -0.003 0.003
Cl 3.8206 -3.3892 -0.6079 -0.016 -0.003 -0.077
Cl 1.9606 -3.4792 1.5952 -0.060 -0.042 -0.023
C 3.9168 -1.5124 1.3444 0.377 -0.067 -0.035
O 5.0893 -1.2039 1.3778 -0.120 -0.064 0.073
O 2.8951 -0.7801 1.4666 -0.835 0.107 -0.264
I -5.9784 3.7839 -0.5709 0.044 -0.030 0.018
C -4.3560 2.7225 0.1495 -0.074 -0.048 -0.099
C -4.1323 1.3677 0.0044 -0.055 0.126 0.008
N -2.9660 1.1276 0.6263 0.045 -0.008 0.030
N -2.4319 2.2220 1.1485 0.560 0.208 0.396
C -3.2506 3.2150 0.8742 -0.354 -0.293 -0.305
H -4.6983 0.5941 -0.4829 -0.024 -0.027 -0.018
H -2.4637 0.2469 0.7434 -0.011 0.079 0.002
H -3.0209 4.2236 1.1717 -0.022 0.021 0.039

=====

Entry 3:
46
Properties=species:S:1:pos:R:3:forces:R:3 method="wB97M-V/def2-TZVPD" charge=+1 homo_lumo_gap_ev="8.56 / 5.83" spin_multiplicity=2 relative_energy_kcal_mol=10.7
Hg 2.0176 -0.5262 1.9683 -0.511 -0.063 -0.506
F 0.0954 -4.7151 -4.7152 -0.074 -0.025 -0.085
C 0.2182 -3.7403 -3.8394 0.029 0.100 0.118
C 0.1075 -2.4181 -4.2401 -0.002 0.043 -0.050
F -0.1555 -2.1225 -5.5017 0.012 -0.034 -0.067
C 0.2604 -1.4059 -3.3089 -0.013 -0.029 0.299
F 0.1217 -0.1471 -3.7136 -0.095 -0.011 -0.176
C 0.5237 -1.6744 -1.9671 0.166 -0.014 0.191
P 0.7940 -0.2981 -0.7993 0.111 0.012 0.270
C -0.8025 0.3951 -0.3423 0.154 0.063 0.007
C -0.7909 1.3344 0.6922 -0.029 -0.025 -0.121
C -1.9723 1.9093 1.1207 0.033 0.038 0.031
C -3.1725 1.5454 0.5218 0.029 -0.025 -0.001
C -3.1829 0.6191 -0.5096 -0.134 -0.067 -0.012
C -2.0036 0.0320 -0.9421 0.133 0.027 -0.017
C 1.7328 0.9499 -1.6959 0.085 0.018 0.191
C 3.0228 0.6077 -2.1072 -0.112 -0.044 0.083
C 3.8337 1.5574 -2.7005 0.040 0.021 0.015
C 3.3664 2.8551 -2.8695 -0.052 -0.035 -0.010
C 2.0745 3.1871 -2.4850 0.032 0.111 0.025
C 1.2554 2.2458 -1.8834 0.033 -0.140 -0.035
C 0.6335 -3.0161 -1.5804 -0.033 0.009 -0.090
Br 1.0335 -3.5336 0.1818 -0.056 -0.048 -0.003
C 0.4623 -4.0334 -2.5058 0.059 0.163 0.204
F 0.5403 -5.3008 -2.1296 0.033 -0.074 -0.120
H 0.1508 1.6176 1.1515 -0.036 0.014 0.058
H -1.9557 2.6361 1.9219 -0.026 0.006 0.000
H -4.1013 1.9836 0.8611 -0.002 0.018 -0.009
H -4.1177 0.3473 -0.9811 -0.005 -0.012 0.005
H -2.0199 -0.6901 -1.7485 -0.019 -0.019 0.013
H 3.3885 -0.4004 -1.9446 0.055 0.004 -0.029
H 4.8342 1.2914 -3.0132 0.007 0.012 0.002
H 4.0130 3.6115 -3.2931 -0.021 -0.021 -0.078
H 1.7031 4.1902 -2.6470 0.017 0.010 0.024
H 0.2525 2.5113 -1.5774 -0.004 0.013 -0.010
Br -1.4885 -1.7438 2.3411 -0.052 -0.079 0.088
C -1.1821 -0.7989 3.9545 0.103 0.105 0.051
C -2.2264 -0.5870 4.8386 -0.065 0.002 -0.017
C -1.9510 0.1311 5.9916 0.013 -0.083 -0.092
C -0.6573 0.5742 6.2218 0.066 0.044 0.027
C 0.3139 0.2946 5.2764 -0.081 0.030 0.066
N 0.0497 -0.3720 4.1522 0.206 -0.088 -0.337
H -3.2136 -0.9700 4.6265 -0.004 0.017 -0.010
H -2.7431 0.3340 6.6994 0.017 -0.006 0.035
H -0.4056 1.1261 7.1156 0.019 0.001 0.002
H 1.3431 0.6064 5.4046 -0.025 0.056 0.067

=====

Copy entry 1 word for word.
50
Properties=species:S:1:pos:R:3:forces:R:3 method="wB97M-V/def2-TZVPD" charge=-1 homo_lumo_gap_ev="5.81 / 5.80" spin_multiplicity=2 relative_energy_kcal_mol=325.3
Re -0.0682 -0.5015 -0.5245 3.960 1.197 0.361
N 4.0524 0.7176 0.2414 0.028 0.020 -0.022
C 4.4596 -0.5374 -0.1883 0.006 0.018 0.010
C 5.7036 -1.1566 -0.2103 -0.004 0.000 -0.002
C 5.7407 -2.4388 -0.7210 0.000 -0.004 0.006
C 4.5817 -3.0802 -1.1878 0.003 0.000 0.000
C 3.3487 -2.4625 -1.1582 0.012 -0.011 0.009
C 3.3023 -1.1662 -0.6546 0.032 0.021 0.079
N 2.2345 -0.2958 -0.5062 -0.443 -0.368 -0.251
C 2.7161 0.7938 0.0237 0.000 0.198 0.065
C 1.8165 1.8963 0.3043 -0.092 0.036 0.001
C 2.0164 3.1064 0.8861 -0.020 0.008 0.029
S 0.5315 3.9481 0.9852 0.007 -0.013 0.005
C -0.2737 2.6425 0.2377 0.077 0.048 0.092
N 0.5117 1.6522 -0.0656 -0.501 -0.458 -0.522
H 4.6172 1.4115 0.6956 0.001 -0.008 0.005
H 6.5948 -0.6658 0.1583 0.003 -0.004 0.001
H 6.6845 -2.9676 -0.7523 0.002 0.001 -0.004
H 4.6582 -4.0921 -1.5630 0.003 -0.001 0.002
H 2.4418 -2.9581 -1.4717 -0.005 0.001 0.021
H 2.9291 3.5247 1.2749 0.004 -0.005 0.001
H -1.3399 2.6266 0.0659 0.011 0.014 -0.003
O -3.4900 -2.7489 1.5930 -0.010 -0.302 -0.181
C -1.6819 -1.3568 -0.8445 -1.180 -3.212 -1.501
Se -1.6392 0.9295 3.0111 -0.231 0.074 0.082
Br -3.4563 -0.7113 5.6337 0.079 -0.040 0.101
C -2.8046 -1.5998 4.0577 0.190 0.383 0.252
C -2.8178 -3.0430 4.2181 -0.164 -0.119 -0.060
N -2.0058 -3.9517 3.8073 0.057 -0.005 0.018
C -0.9150 -3.6616 3.0046 -0.083 0.241 0.221
C -0.8247 -2.6756 2.1090 -0.004 -0.023 -0.299
C -2.3049 -0.7669 3.1117 0.048 -0.439 -0.288
C 0.5224 -2.3366 1.5001 -0.418 -0.148 -0.112
O 1.4663 -2.0526 2.2170 0.130 -0.104 0.069
O 0.6352 -2.3479 0.1671 -0.334 0.378 0.231
H -3.5747 -3.3889 4.9201 -0.068 0.026 -0.066
H -0.0671 -4.3207 3.1902 -0.004 0.017 0.015
H -0.6298 -0.1208 0.8760 -0.021 -0.117 1.282
Cl -2.5085 -1.6425 1.4527 0.883 -0.121 1.032
C -3.7736 -0.3617 0.7447 0.170 -0.062 -0.855
C -5.0772 -0.0995 1.1060 0.029 0.026 0.352
C -5.8015 0.8935 0.4618 0.059 0.020 -0.049
C -5.2070 1.6272 -0.5555 -0.005 0.015 0.060
C -3.9153 1.3177 -0.9435 0.097 -0.013 0.031
Cl -3.1928 2.2459 -2.2429 -0.003 -0.008 0.008
C -3.1884 0.2851 -0.3473 -0.440 1.201 -0.365
N -1.9419 -0.0968 -0.9339 -1.851 1.631 0.112
H -5.5216 -0.6790 1.9074 0.008 0.023 0.021
H -6.8259 1.1002 0.7458 -0.001 0.005 0.012
H -5.7356 2.4248 -1.0596 -0.013 -0.017 -0.007